109
Properties=species:S:1:pos:R:3:forces:R:3 method="wB97M-V/def2-TZVPD" charge=+2 e_above_lowest_kj_mol=93.4 e_homo_ev="-10.9 / -13.6" e_lumo_ev="-4.30 / -8.03" spin_multiplicity=5 gap_ha="0.244 / 0.204" fmax_ev_per_a=0.7
C -2.73231 -2.58157 -4.47628 -0.01 -0.05 -0.02
H -1.01976 6.91586 -1.00441 0.02 -0.01 -0.04
H 4.42903 0.15843 -2.07788 -0.01 -0.02 0.00
C 4.28888 0.52838 1.78718 0.02 -0.02 0.04
H 4.68689 -5.52699 1.93375 -0.02 0.02 -0.01
H 2.30990 -5.13135 2.22846 0.02 0.06 -0.03
H 0.08012 1.32423 2.28802 -0.05 -0.07 0.02
C -1.48353 -6.46063 1.62995 -0.03 0.01 -0.01
H -3.22383 -4.48693 -1.72517 0.02 0.03 -0.01
H 0.08419 7.73127 -2.09504 -0.01 -0.02 -0.01
H 3.05285 3.48435 2.85811 0.01 0.00 -0.01
C 2.14151 4.01059 3.15188 0.02 -0.01 0.01
C 0.19591 -1.93584 3.14376 0.03 -0.11 0.13
C -4.18220 -1.90891 0.67206 0.02 0.00 -0.03
H 2.33518 4.41731 4.14609 -0.01 0.01 0.00
H -1.65229 2.79821 -2.57506 -0.02 0.01 0.01
H 1.28459 2.26428 4.05335 0.00 0.01 0.00
C 4.60094 2.82493 0.25262 -0.01 0.00 0.00
H 6.11790 -3.82439 0.84038 -0.02 0.00 0.00
C -0.76444 -4.16639 1.24832 -0.11 -0.03 -0.04
C -2.97800 -3.61460 -2.31732 0.05 -0.07 0.04
C 3.76322 1.81253 -0.18797 0.00 0.03 0.02
C -3.05113 -3.68895 -3.69871 0.01 0.03 -0.04
H 3.23065 1.92940 -1.12217 -0.03 0.00 0.00
C -2.68913 0.91776 1.07565 0.15 0.05 0.06
N -0.79084 3.77185 -0.94937 -0.02 0.01 -0.05
Si 0.48117 -2.78586 1.49596 0.02 -0.06 0.14
H -1.24179 -7.46837 1.94220 0.00 0.02 0.00
O -1.66504 0.02724 1.40610 0.09 -0.05 0.07
C -5.17371 -1.47318 -0.20545 -0.04 0.03 -0.03
H -0.38292 3.89940 1.42845 -0.01 0.04 0.02
H -2.69329 5.12657 -2.03603 0.00 -0.01 -0.01
H 4.72416 3.71858 -0.34624 0.00 -0.02 0.01
H -3.62975 0.54733 1.49610 -0.01 0.01 -0.05
C -0.35735 6.76215 -1.86480 -0.02 0.00 0.06
H 5.13069 -1.70915 0.07373 -0.02 0.00 0.00
H -1.81151 6.97532 -3.43043 0.00 -0.01 0.02
H -2.47355 4.66884 -3.70441 0.02 0.01 -0.01
C -1.92871 4.93887 -2.79882 0.00 0.00 0.05
C -1.10538 3.72194 -2.38505 0.05 0.03 0.04
H 2.66954 5.92267 2.28162 0.00 -0.02 0.00
C -0.50060 -5.48072 1.64151 0.06 -0.02 0.04
H 1.88983 4.84108 1.14242 -0.01 -0.01 0.01
C 3.13741 -2.21295 0.72014 -0.05 -0.08 -0.03
C 2.60194 -1.38654 -4.47085 -0.01 -0.01 -0.03
C -2.33800 -1.39761 -3.87173 0.01 0.03 0.03
H -2.78293 1.09168 0.00021 -0.01 0.00 0.00
H -0.91434 4.66964 -0.50296 -0.02 0.03 -0.01
Pd -0.13374 -0.75748 0.20399 -0.32 0.55 -0.20
N -0.04549 3.01909 1.06637 -0.04 -0.09 -0.04
S 0.26825 1.37147 -1.07274 -0.01 -0.10 0.01
H -1.96091 -0.39041 -2.02880 0.08 0.14 0.11
H 0.76233 -2.07396 -1.72760 -0.03 0.01 0.06
H -4.97634 -1.41043 -1.26931 0.00 -0.01 0.03
C 3.62124 0.64127 0.56392 -0.02 0.03 -0.02
H -0.80574 -1.51761 3.24012 0.01 -0.01 -0.02
H 0.48638 -5.76148 1.98372 -0.06 0.03 -0.03
C 3.62831 -0.65926 -3.88392 0.01 0.00 0.00
C -2.26047 -1.32088 -2.48793 -0.06 -0.07 -0.10
C -3.06657 -4.84997 0.83640 -0.05 -0.02 0.02
H -3.35836 -4.61335 -4.17034 0.00 0.02 0.01
C -2.58113 -2.42655 -1.70119 -0.01 -0.06 -0.07
H -0.17339 3.67748 -2.95564 -0.02 -0.01 -0.02
H 0.09665 3.47148 3.64815 0.02 0.01 -0.02
H 2.62223 -1.58757 -5.53432 0.00 0.01 0.02
H 4.17884 -0.36454 2.39161 0.00 0.02 -0.03
C 0.68845 2.19045 2.02716 -0.03 0.08 -0.03
C 5.05930 -3.64467 0.97457 -0.01 -0.01 0.01
C 1.56250 -1.87619 -3.69159 0.02 0.03 -0.01
C 4.49982 -2.45410 0.54464 0.04 0.01 -0.01
C -0.22768 2.80346 -0.23345 0.02 -0.06 0.08
C 1.55405 -1.62665 -2.32923 -0.04 -0.04 -0.02
C 1.89097 5.16579 2.18598 -0.03 0.03 -0.02
H -3.55339 -6.89414 1.25529 0.01 0.01 0.00
C 5.28707 2.69118 1.45335 0.02 0.01 0.01
H -2.08843 -0.53284 -4.47432 -0.01 -0.03 0.02
C 5.12101 1.54777 2.22384 0.02 0.00 0.00
C 3.61601 -0.40146 -2.52077 0.00 0.05 -0.03
H 1.59917 1.83530 1.54938 0.09 -0.01 -0.03
H -0.42385 6.02209 -3.88483 0.00 0.00 0.00
C -6.42827 -1.13636 0.28562 0.01 0.01 -0.02
H 5.94983 3.47891 1.78926 -0.02 -0.02 -0.01
C 2.56671 -0.87229 -1.73409 0.09 -0.03 0.00
H -2.47173 1.86475 1.58719 -0.01 0.01 -0.01
C 2.29975 -3.18035 1.29959 0.11 0.02 0.00
H -4.07984 -4.60221 0.54259 0.02 0.00 -0.01
H -3.67603 -2.31703 2.73161 0.00 0.01 -0.02
C -6.69105 -1.22428 1.64481 -0.01 0.00 0.02
C -2.07089 -3.87288 0.80973 0.00 0.00 0.00
C 2.89780 -4.36652 1.73792 -0.04 -0.06 0.04
H 0.33650 -2.68743 3.93040 0.01 0.05 -0.01
H -7.20246 -0.81193 -0.39774 0.02 -0.01 0.02
C -5.69867 -1.64748 2.52456 -0.01 0.00 0.00
H 5.64956 1.44378 3.16298 -0.02 0.00 -0.02
H 0.93169 -1.14513 3.30602 -0.02 0.01 0.00
H 0.93940 5.66676 2.39709 0.03 -0.02 0.00
C -1.12274 6.21158 -3.06558 0.01 -0.02 -0.01
C 1.01243 2.98905 3.28322 -0.03 0.00 0.01
P 2.47600 -0.65243 0.05822 0.09 -0.06 -0.04
C -2.77519 -6.14247 1.24276 0.03 -0.01 0.01
C 4.25540 -4.59853 1.58210 0.01 0.01 -0.01
H 0.46554 6.10795 -1.56205 -0.02 0.00 -0.01
H 4.44909 -0.29645 -4.48904 -0.01 -0.01 0.01
H -2.79484 -2.64496 -5.55512 0.01 0.00 0.02
C -4.44568 -1.98308 2.04374 -0.02 -0.03 0.05
H -5.90691 -1.71816 3.58429 0.00 0.00 -0.02
P -2.52040 -2.26275 0.09870 0.09 -0.11 0.02
H -7.67268 -0.96856 2.02309 0.03 0.00 -0.01
H 0.77041 -2.46451 -4.13628 0.00 0.01 0.00